Record 1
# C6H10NO4

2 unconnected molecules or ions with the total composition C6H10NO4 at a distorted geometry (ωB97M-V/def2-TZVPD, the Open Molecules 2025 dataset).

```
! wB97M-V def2-TZVPD RIJCOSX def2/J DEFGRID3
* xyz -1 1
C 2.397 0.621 0.213
C -1.954 -0.568 0.186
C 0.230 -1.642 -0.621
C -0.471 0.550 -1.376
C 0.431 0.261 0.929
C -0.438 -0.344 -0.193
N 0.176 1.503 1.519
O 2.284 1.351 -0.742
O 0.571 1.602 2.708
O 3.129 -0.024 0.858
O -0.405 2.512 0.942
H -2.328 0.376 0.472
H -2.245 -0.967 -0.859
H -1.988 -1.227 1.065
H 1.386 -1.504 -0.552
H -0.102 -2.153 -1.537
H 0.012 -2.338 0.255
H -0.951 1.422 -1.071
H 0.653 0.806 -1.593
H -0.969 0.316 -2.303
H 0.583 -0.555 1.699
*
```

Results
LUMO energy in eV: 3.54
Highest occupied orbital energy in eV: -4.3
Calculated total energy in eV: -16061.9336
Max |F| in eV/A: 3.8
Energy relative to the best compared isomer or geometry (same formula, charge and spin) in kJ/mol: 440.89

Atom charges from the natural (NBO) analysis, given in e for atoms 1 to 8: number 1, C, carries 0.958; number 2, C, carries -0.621; number 3, C, carries -0.613; number 4, C, carries -0.663; number 5, C, carries -0.289; number 6, C, carries -0.074; number 7, N, carries 0.457; number 8, O, carries -0.654

Record 2
# C6H10NS2

2 unconnected molecules or ions with the total composition C6H10NS2 at a distorted geometry (ωB97M-V/def2-TZVPD, the Open Molecules 2025 dataset).

```
! wB97M-V def2-TZVPD RIJCOSX def2/J DEFGRID3
* xyz 1 1
C 1.924 -2.204 0.120
C 0.603 -1.618 0.142
C 2.981 -1.347 -0.027
C 0.799 -0.266 -0.118
C -2.170 1.743 0.737
C -0.312 0.642 -0.511
N -1.514 0.432 0.346
S 2.409 0.291 -0.149
S -0.688 0.928 -2.233
H 2.127 -3.195 0.510
H -0.397 -2.095 0.148
H 3.913 -1.849 -0.024
H -2.224 2.359 -0.080
H -3.182 1.494 1.124
H -1.593 2.273 1.594
H 0.380 2.093 0.040
H -2.315 -0.090 -0.114
H -1.167 -0.231 1.132
H 0.426 0.641 -2.636
*
```

Results
LUMO energy in eV: -3.89
Highest occupied orbital energy in eV: -12.7
Calculated total energy in eV: -29534.1174
Max |F| in eV/A: 5.0
Energy relative to the best compared isomer or geometry (same formula, charge and spin) in kJ/mol: 273.02

Atom charges from the natural (NBO) analysis, given in e for atoms 1 to 8: number 1, C, carries -0.227; number 2, C, carries -0.262; number 3, C, carries -0.385; number 4, C, carries -0.361; number 5, C, carries -0.401; number 6, C, carries -0.127; number 7, N, carries -0.583; number 8, S, carries 0.535

Record 3
# C6H10O

A single C6H10O molecule (ωB97M-V/def2-TZVPD, the Open Molecules 2025 dataset).

```
! wB97M-V def2-TZVPD RIJCOSX def2/J DEFGRID3
* xyz 0 1
C 1.708 -0.548 -0.318
C 0.763 0.310 0.522
C 0.110 1.446 -0.317
C -1.248 0.775 -0.122
O -1.481 -0.303 -1.055
C -1.224 -1.288 -0.033
C -0.660 -0.225 0.893
H 2.174 -1.367 0.240
H 2.513 0.083 -0.720
H 1.178 -0.964 -1.182
H 1.274 0.674 1.417
H 0.172 2.434 0.150
H 0.439 1.519 -1.360
H -2.139 1.391 0.035
H -0.547 -2.083 -0.368
H -2.160 -1.738 0.329
H -0.930 -0.241 1.952
*
```

Results
LUMO energy in eV: 1.10
Highest occupied orbital energy in eV: -9.5
Calculated total energy in eV: -8429.7369
Max |F| in eV/A: 0.4
Energy relative to the best compared isomer or geometry (same formula, charge and spin) in kJ/mol: 145.06
SMILES: C[C@H]1C[C@H]2OC[C@@H]12

Atom charges from the natural (NBO) analysis, given in e for atoms 1 to 8: number 1, C, carries -0.616; number 2, C, carries -0.206; number 3, C, carries -0.428; number 4, C, carries 0.111; number 5, O, carries -0.538; number 6, C, carries -0.060; number 7, C, carries -0.268; number 8, H, carries 0.208

Record 4
# C6H10O

A single C6H10O molecule at a distorted geometry (ωB97M-V/def2-TZVPD, the Open Molecules 2025 dataset).

```
! wB97M-V def2-TZVPD RIJCOSX def2/J DEFGRID3
* xyz 0 1
C 0.251 0.413 -1.534
C -1.047 0.800 -0.815
O -1.708 -0.231 -0.141
C -0.939 -0.881 0.845
C -0.099 -0.173 1.873
C 1.102 0.215 1.475
C 1.261 -0.381 -0.701
H 0.712 1.365 -1.822
H -0.042 -0.089 -2.473
H -0.806 1.601 -0.109
H -1.773 1.157 -1.552
H -1.652 -1.568 1.285
H -0.122 -1.405 0.325
H -0.461 -0.202 2.907
H 1.754 0.766 2.203
H 1.328 -1.425 -1.110
H 2.243 0.038 -0.657
*
```

Results
LUMO energy in eV: 0.54
Highest occupied orbital energy in eV: -9.1
Calculated total energy in eV: -8426.6969
Max |F| in eV/A: 1.6
Energy relative to the best compared isomer or geometry (same formula, charge and spin) in kJ/mol: 438.38

Atom charges from the natural (NBO) analysis, given in e for atoms 1 to 8: number 1, C, carries -0.493; number 2, C, carries -0.056; number 3, O, carries -0.513; number 4, C, carries -0.106; number 5, C, carries -0.330; number 6, C, carries -0.170; number 7, C, carries -0.341; number 8, H, carries 0.216

Record 5
# C6H10O

A single C6H10O molecule (ωB97M-V/def2-TZVPD, the Open Molecules 2025 dataset).

```
! wB97M-V def2-TZVPD RIJCOSX def2/J DEFGRID3
* xyz 0 1
C -2.217 -0.205 0.364
C -1.020 0.697 0.446
C 0.181 0.522 -0.105
C 1.263 1.567 0.012
C 0.598 -0.726 -0.844
C 1.258 -1.734 0.086
O 0.953 -1.885 1.243
H -3.099 0.373 0.061
H -2.088 -1.019 -0.355
H -2.444 -0.655 1.337
H -1.170 1.609 1.025
H 1.343 2.141 -0.920
H 1.060 2.271 0.824
H 2.246 1.113 0.193
H 1.292 -0.495 -1.663
H -0.255 -1.246 -1.302
H 2.054 -2.361 -0.370
*
```

Results
LUMO energy in eV: 0.99
Highest occupied orbital energy in eV: -9.0
Calculated total energy in eV: -8430.7836
Max |F| in eV/A: 0.5
Energy relative to the best compared isomer or geometry (same formula, charge and spin) in kJ/mol: 44.07
SMILES: C/C=C(/C)CC=O

Atom charges from the natural (NBO) analysis, given in e for atoms 1 to 8: number 1, C, carries -0.642; number 2, C, carries -0.163; number 3, C, carries 0.005; number 4, C, carries -0.631; number 5, C, carries -0.554; number 6, C, carries 0.447; number 7, O, carries -0.511; number 8, H, carries 0.215

Record 6
# C6H10O

2 unconnected molecules or ions with the total composition C6H10O (ωB97M-V/def2-TZVPD, the Open Molecules 2025 dataset).

```
! wB97M-V def2-TZVPD RIJCOSX def2/J DEFGRID3
* xyz 0 1
C -0.962 -0.309 0.367
C -0.161 -1.284 -0.476
O 1.134 -1.193 -0.363
C 1.875 -0.207 0.428
C 1.575 1.201 0.018
C 0.391 1.738 -0.266
C -0.946 1.060 -0.330
H -0.622 -0.234 1.411
H -1.980 -0.705 0.405
H -2.684 -3.371 -0.219
H -2.185 -3.153 -0.735
H 1.706 -0.380 1.502
H 2.923 -0.427 0.193
H 2.446 1.844 -0.083
H 0.400 2.794 -0.523
H -1.186 0.896 -1.394
H -1.726 1.730 0.065
*
```

Results
LUMO energy in eV: 0.89
Highest occupied orbital energy in eV: -8.0
Calculated total energy in eV: -8427.2044
Max |F| in eV/A: 0.4
Energy relative to the best compared isomer or geometry (same formula, charge and spin) in kJ/mol: 389.41

Atom charges from the natural (NBO) analysis, given in e for atoms 1 to 8: number 1, C, carries -0.578; number 2, C, carries 0.324; number 3, O, carries -0.476; number 4, C, carries -0.145; number 5, C, carries -0.247; number 6, C, carries -0.148; number 7, C, carries -0.446; number 8, H, carries 0.208

Record 7
# C6H10O

A single C6H10O molecule (ωB97M-V/def2-TZVPD, the Open Molecules 2025 dataset).

```
! wB97M-V def2-TZVPD RIJCOSX def2/J DEFGRID3
* xyz 0 1
C -0.934 2.398 0.418
C -0.801 1.207 0.283
C -0.504 -0.234 0.094
C -1.476 -0.931 -0.863
O -0.489 -0.913 1.344
C 0.906 -0.353 -0.499
C 2.013 0.110 0.441
H -1.056 3.453 0.540
H -2.432 -1.162 -0.382
H -1.668 -0.327 -1.754
H -1.005 -1.870 -1.171
H -1.378 -0.857 1.720
H 1.038 -1.407 -0.775
H 0.910 0.225 -1.432
H 2.970 -0.315 0.127
H 1.800 -0.225 1.460
H 2.106 1.201 0.450
*
```

Results
LUMO energy in eV: 0.94
Highest occupied orbital energy in eV: -10.1
Calculated total energy in eV: -8429.7301
Max |F| in eV/A: 0.5
Energy relative to the best compared isomer or geometry (same formula, charge and spin) in kJ/mol: 145.72
SMILES: C#C[C@](C)(O)CC

Atom charges from the natural (NBO) analysis, given in e for atoms 1 to 8: number 1, C, carries -0.223; number 2, C, carries -0.049; number 3, C, carries 0.168; number 4, C, carries -0.608; number 5, O, carries -0.705; number 6, C, carries -0.386; number 7, C, carries -0.619; number 8, H, carries 0.237

Record 8
# C6H10O

2 unconnected molecules or ions with the total composition C6H10O (ωB97M-V/def2-TZVPD, the Open Molecules 2025 dataset).

```
! wB97M-V def2-TZVPD RIJCOSX def2/J DEFGRID3
* xyz 0 1
C -1.045 2.655 -0.157
C -1.837 1.451 -0.391
C 0.319 -0.907 -0.930
C 1.080 -2.202 -0.738
C 1.006 -2.187 0.596
C 0.151 -0.938 0.627
O 0.587 0.181 1.367
H -0.099 2.056 -0.171
H -0.988 3.367 -0.986
H -1.052 3.156 0.821
H -1.968 0.995 0.613
H 0.930 -0.062 -1.270
H -0.605 -0.931 -1.516
H 1.497 -2.905 -1.454
H 1.362 -2.848 1.382
H -0.886 -1.113 0.931
H 1.548 0.233 1.274
*
```

Results
LUMO energy in eV: 0.27
Highest occupied orbital energy in eV: -8.5
Calculated total energy in eV: -8425.7136
Max |F| in eV/A: 0.5
Energy relative to the best compared isomer or geometry (same formula, charge and spin) in kJ/mol: 533.25

Atom charges from the natural (NBO) analysis, given in e for atoms 1 to 8: number 1, C, carries -0.783; number 2, C, carries -0.039; number 3, C, carries -0.462; number 4, C, carries -0.152; number 5, C, carries -0.243; number 6, C, carries 0.074; number 7, O, carries -0.717; number 8, H, carries 0.302

Record 9
# C6H10O

A single C6H10O molecule (ωB97M-V/def2-TZVPD, the Open Molecules 2025 dataset).

```
! wB97M-V def2-TZVPD RIJCOSX def2/J DEFGRID3
* xyz 0 1
C -1.933 -0.685 -0.240
C -0.479 -0.272 0.143
O -0.506 -0.441 1.572
C -0.106 1.206 -0.204
C 1.398 1.241 -0.029
C 1.903 0.012 -0.116
C 0.815 -1.022 -0.370
H -2.290 -1.253 0.625
H -2.130 -1.280 -1.147
H -2.564 0.219 -0.251
H 0.096 0.182 1.996
H -0.340 1.479 -1.247
H -0.645 1.906 0.443
H 1.976 2.154 0.110
H 2.965 -0.222 -0.041
H 0.986 -1.941 0.199
H 0.853 -1.284 -1.443
*
```

Results
LUMO energy in eV: 1.02
Highest occupied orbital energy in eV: -9.4
Calculated total energy in eV: -8430.8263
Max |F| in eV/A: 0.7
Energy relative to the best compared isomer or geometry (same formula, charge and spin) in kJ/mol: 39.95
SMILES: CC1(O)CC=CC1

Atom charges from the natural (NBO) analysis, given in e for atoms 1 to 8: number 1, C, carries -0.633; number 2, C, carries 0.276; number 3, O, carries -0.740; number 4, C, carries -0.473; number 5, C, carries -0.216; number 6, C, carries -0.182; number 7, C, carries -0.469; number 8, H, carries 0.236

Record 10
# C6H10O

A single C6H10O molecule at a distorted geometry (ωB97M-V/def2-TZVPD, the Open Molecules 2025 dataset).

```
! wB97M-V def2-TZVPD RIJCOSX def2/J DEFGRID3
* xyz 0 1
C 1.279 -0.949 0.557
C 0.324 -0.797 1.476
C -1.018 -0.094 1.270
O -1.524 -0.175 -0.053
C -1.070 0.831 -0.936
C 0.448 0.933 -0.945
C 1.048 -0.492 -0.853
H 2.051 -1.708 0.656
H 0.446 -1.320 2.419
H -1.007 0.956 1.606
H -1.773 -0.603 1.882
H -1.535 1.802 -0.700
H -1.413 0.519 -1.929
H 0.786 1.541 -0.091
H 0.760 1.501 -1.834
H 0.328 -1.303 -0.962
H 1.870 -0.641 -1.563
*
```

Results
LUMO energy in eV: 1.09
Highest occupied orbital energy in eV: -9.0
Calculated total energy in eV: -8430.0050
Max |F| in eV/A: 1.8
Energy relative to the best compared isomer or geometry (same formula, charge and spin) in kJ/mol: 119.19
SMILES: C1=CCOCCC1

Atom charges from the natural (NBO) analysis, given in e for atoms 1 to 8: number 1, C, carries -0.159; number 2, C, carries -0.252; number 3, C, carries -0.111; number 4, O, carries -0.537; number 5, C, carries -0.057; number 6, C, carries -0.439; number 7, C, carries -0.475; number 8, H, carries 0.209